This record from the Open Molecules 2025 dataset describes a structure of composition C30H48N6O3RuSSi. The level of theory is ωB97M-V/def2-TZVPD.

Summary:
Charge: +1
⟨S²⟩: 0.762
Spin multiplicity: 2
Total energy: -2508.5940 a.u.
Kohn-Sham gap (spin up / spin down): 5.026 / 4.998 eV
HOMO (spin up / spin down): -0.330 / -0.322 Ha
Energy above the lowest of the compared OMol25 structures with the same formula, charge and spin: 378.8 kJ/mol

Last column: Löwdin charge in e.
Geometry (Å):
Ru: 0.82825 -0.03286 -0.28861  0.9780
N: 1.80679 1.86542 -0.90799  -0.0198
C: 0.86751 2.98600 -1.08402  -0.2426
C: 1.28958 4.25339 -0.32177  -0.1226
C: 1.78141 4.14204 1.13265  -0.1629
C: 0.95191 3.32713 2.12899  -0.1510
N: -0.49661 3.53532 2.05295  0.1102
C: -1.12986 4.69346 2.03047  -0.4381
N: -2.32342 4.75250 1.43196  0.2185
N: -0.58889 5.77636 2.60436  0.2206
C: -0.55546 2.58539 -0.68912  -0.6126
O: -1.46477 3.39082 -0.89517  0.0221
O: -0.68575 1.47443 -0.07535  -0.1400
H: 2.58662 2.11445 -0.30799  0.0463
H: 2.19713 1.55887 -1.79374  0.0302
H: 0.82666 3.25574 -2.14061  0.1590
H: 0.43560 4.93082 -0.37652  0.1145
H: 2.09235 4.73968 -0.88127  0.1231
H: 1.89450 5.16800 1.48938  0.1042
H: 2.79270 3.72451 1.17700  0.1057
H: 1.31495 3.49864 3.14607  0.1251
H: 1.06989 2.26109 1.94013  0.0874
H: -1.00989 2.73753 1.68875  0.1167
H: -2.44249 4.12800 0.62693  0.1024
H: -2.83045 5.62104 1.41892  0.1258
H: 0.16518 5.66930 3.26013  0.1236
H: -1.07004 6.65807 2.59037  0.1280
C: 3.27602 -2.49008 -4.58452  -0.0202
N: 1.86310 -2.46308 -4.23913  -0.1190
C: 0.83866 -3.10135 -4.92169  -0.0327
C: -0.30716 -2.82938 -4.25927  -0.0492
N: 0.02504 -2.02327 -3.19341  0.0730
C: 1.33505 -1.82070 -3.18034  -0.6893
S: 2.24417 -0.90267 -2.03670  0.6884
H: 3.38237 -2.94927 -5.56292  0.0954
H: 3.83280 -3.06582 -3.84726  0.0974
H: 3.66729 -1.47560 -4.61544  0.0856
H: 1.02533 -3.67886 -5.80846  0.1259
H: -1.32036 -3.12603 -4.45953  0.1219
H: -0.53619 -1.65599 -2.36046  0.0715
C: 5.07241 1.12616 -0.19896  -0.0849
C: 4.85224 0.21911 1.01297  -0.4876
C: 5.44656 -1.17514 0.72894  -0.0682
C: 3.41440 0.06758 1.36960  0.0413
H: 6.13223 1.17500 -0.45058  0.0851
H: 4.73371 2.14784 -0.00703  0.0651
H: 4.54505 0.73274 -1.07269  0.0494
H: 5.38145 0.64505 1.86935  0.1287
H: 4.95901 -1.62182 -0.13982  0.0691
H: 5.31439 -1.84570 1.57705  0.0803
H: 6.51517 -1.08763 0.52296  0.0822
H: 3.07832 0.03020 2.39391  0.0306
H: 2.70354 -0.22401 0.59493  -0.0864
C: -3.83692 0.47450 -0.95311  -0.0818
C: -3.68283 -1.04269 -0.80214  -0.5989
C: -4.89835 -1.60838 -0.05890  -0.0862
C: -3.63120 -1.66419 -2.20817  -0.0913
Si: -2.07013 -1.52317 0.04518  0.5187
O: -0.76403 -1.18035 -0.90731  -0.4735
C: -2.04436 -3.35341 0.43942  -0.2206
C: -2.81206 -3.90082 1.47286  -0.0951
C: -2.75016 -5.25149 1.77788  -0.0792
C: -1.90994 -6.08907 1.05519  -0.0849
C: -1.13033 -5.56928 0.03418  -0.0832
C: -1.19628 -4.21329 -0.26383  -0.0883
C: -1.66170 -0.63472 1.64819  -0.2154
C: -0.32606 -0.83618 2.02284  -0.1694
C: 0.24084 -0.14324 3.08910  -0.0925
C: -0.52984 0.76274 3.80557  -0.0996
C: -1.86534 0.94554 3.46897  -0.0892
C: -2.42383 0.25531 2.39758  -0.0779
H: -4.72671 0.69145 -1.55411  0.0886
H: -2.97866 0.93067 -1.44519  0.0687
H: -3.96079 0.97622 0.00856  0.0679
H: -5.81695 -1.33043 -0.58537  0.0884
H: -4.97746 -1.21483 0.95864  0.0759
H: -4.87053 -2.69674 0.00512  0.0737
H: -4.54954 -1.42747 -2.75460  0.0898
H: -3.54310 -2.75453 -2.16811  0.0837
H: -2.79595 -1.26546 -2.78898  0.0659
H: -3.46669 -3.26342 2.05793  0.1035
H: -3.35294 -5.65334 2.58215  0.1047
H: -1.85936 -7.14351 1.29414  0.1039
H: -0.46678 -6.21729 -0.52438  0.1020
H: -0.56728 -3.81474 -1.05243  0.0861
H: 0.23658 -1.65123 1.56799  0.0970
H: 1.25768 -0.35078 3.39441  0.0914
H: -0.10172 1.29372 4.64701  0.1077
H: -2.47815 1.62456 4.05004  0.1077
H: -3.46720 0.41694 2.15522  0.0965

This record from the Open Molecules 2025 dataset describes a structure of composition C33H36IrN6O7Si. The level of theory is ωB97M-V/def2-TZVPD.

Summary:
⟨S²⟩: 8.787
Spin multiplicity: 6
Total energy: -2528.1042 a.u.
Kohn-Sham gap (spin up / spin down): 6.643 / 4.820 eV
HOMO (spin up / spin down): -0.269 / -0.296 Ha
Energy above the lowest of the compared OMol25 structures with the same formula, charge and spin: 20.3 kJ/mol

Last column: Löwdin charge in e.
Geometry (Å):
Ir: -0.44468 -0.22171 0.46988  1.4499
O: 4.86060 1.83534 0.49713  0.0396
C: 4.19900 2.75805 -0.22985  -0.2845
C: 4.96726 3.70634 -0.91092  -0.0191
C: 4.35757 4.69771 -1.65146  -0.0857
C: 2.96887 4.77293 -1.73384  -0.0909
C: 2.20794 3.82977 -1.07429  -0.0271
C: 2.79905 2.80702 -0.32834  -0.0846
C: 1.90304 1.78476 0.27727  -0.4430
O: 0.67343 1.83662 0.05633  -0.0792
N: 2.49941 0.84600 1.02774  0.0458
N: 1.59921 -0.07747 1.45146  -0.0872
C: 1.92821 -0.85275 2.41645  -0.0688
C: 0.94969 -1.83884 2.87310  -0.2806
C: 1.26713 -2.80981 3.81734  -0.0120
C: 0.29195 -3.71656 4.19118  -0.0504
C: -0.96739 -3.63101 3.61279  -0.0412
C: -1.19983 -2.63491 2.67786  -0.1240
N: -0.26865 -1.75551 2.32414  0.0084
H: 4.18348 1.29475 0.97164  0.0636
H: 6.04306 3.64538 -0.82528  0.1157
H: 4.97051 5.42649 -2.16602  0.1030
H: 2.49334 5.55681 -2.30579  0.0998
H: 1.12823 3.84657 -1.12571  0.1191
H: 2.90230 -0.77495 2.88942  0.1310
H: 2.26323 -2.84908 4.23458  0.1166
H: 0.51046 -4.48303 4.92165  0.1118
H: -1.75715 -4.32135 3.87118  0.1091
H: -2.15595 -2.53763 2.17810  0.0984
O: -3.62557 5.04741 4.13689  0.1684
C: -2.44160 4.93094 3.98981  -0.5734
O: -1.36373 5.45422 4.24470  0.2229
C: -2.02346 3.55667 3.19088  -0.0595
C: -1.50595 2.50464 3.91949  0.0156
C: -1.30068 1.33088 3.21809  -0.0974
N: -1.54284 1.22077 1.91382  0.0084
C: -2.01550 2.26509 1.23446  -0.1566
C: -2.28616 3.48362 1.84987  0.0805
C: -2.27650 2.10277 -0.26992  -0.6157
O: -2.88004 3.00772 -0.82066  0.0594
O: -1.84515 1.02897 -0.79310  -0.1432
H: -1.28337 2.57829 4.97230  0.1287
H: -0.91525 0.44702 3.71241  0.1072
H: -2.70481 4.28266 1.25647  0.1449
C: 0.36284 1.08883 -3.21731  -0.0098
N: 1.74411 0.68511 -2.99571  -0.1153
C: 2.78510 1.32565 -3.78516  -0.0273
C: 2.02805 -0.24171 -2.07576  -0.4984
C: 3.47113 -0.63042 -1.87582  0.0249
O: 1.14244 -0.79045 -1.40718  -0.1065
H: -0.07881 0.51079 -4.03225  0.0974
H: 0.34946 2.14466 -3.48390  0.0954
H: -0.23119 0.95105 -2.31500  0.0529
H: 2.30801 1.88905 -4.58296  0.0926
H: 3.44804 0.59170 -4.24165  0.0877
H: 3.37512 2.01715 -3.18192  0.0827
H: 3.87960 -1.09417 -2.77451  0.0882
H: 3.51639 -1.33794 -1.05296  0.0845
H: 4.09117 0.23479 -1.63846  0.0780
C: -0.38440 -3.10142 -2.93651  -0.1584
Si: -0.74623 -3.23189 -1.09952  0.4535
C: -1.95196 -4.64512 -0.81219  -0.1638
C: 0.82806 -3.58767 -0.16371  -0.1649
N: -1.52379 -1.77592 -0.40385  -0.1514
C: -2.89352 -1.61211 -0.56216  -0.3789
C: -3.64220 -1.01819 0.46274  -0.0596
C: -5.00427 -0.82681 0.32761  -0.0666
C: -5.65229 -1.22141 -0.83424  -0.0770
C: -4.92769 -1.82826 -1.85356  -0.0668
C: -3.56912 -2.03573 -1.71740  -0.0346
H: -0.59591 -4.06051 -3.41386  0.0349
H: 0.66072 -2.85458 -3.09919  0.0224
H: -0.97749 -2.33673 -3.43331  0.0258
H: -1.40674 -5.55608 -0.56417  0.0312
H: -2.55322 -4.85098 -1.69606  0.0293
H: -2.63965 -4.43480 0.00647  0.0298
H: 1.37162 -4.38148 -0.68089  0.0423
H: 0.63495 -3.92837 0.85467  0.0204
H: 1.46332 -2.70708 -0.13447  -0.0009
H: -3.12657 -0.68822 1.35579  0.0777
H: -5.56140 -0.35593 1.12643  0.1068
H: -6.71481 -1.05600 -0.94822  0.1025
H: -5.42714 -2.13283 -2.76359  0.1059
H: -3.01450 -2.49758 -2.51954  0.0896

| no. | maximum force (eV/Å) |
| --- | --- |
| 1 | 2.13 |
| 2 | 0.87 |